(1)
# C17H22Br2N3OZn

C17H22Br2N3OZn as an isolated structure in a non-equilibrium geometry (ωB97M-V with the def2-TZVPD basis set, OMol25).

Last column: natural (NBO) charge in e.
Positions of all 46 atoms, in Å:
Zn (2.308, -0.189, -1.456)  1.451
C (2.673, -3.371, -0.191)  -0.673
C (2.335, -2.365, 0.863)  0.232
C (1.966, -2.728, 2.162)  -0.250
C (1.700, -1.767, 3.108)  -0.159
C (1.769, -0.406, 2.747)  -0.142
C (1.491, 0.678, 3.601)  -0.107
Br (0.992, 0.373, 5.429)  -0.014
C (1.521, 1.977, 3.156)  -0.238
C (1.853, 2.232, 1.830)  -0.193
Br (1.836, 4.027, 1.197)  0.018
C (2.180, 1.231, 0.899)  0.334
O (2.480, 1.475, -0.324)  -0.810
C (2.132, -0.119, 1.406)  0.176
N (2.417, -1.091, 0.505)  -0.550
H (2.296, -4.361, 0.072)  0.195
H (3.754, -3.432, -0.328)  0.232
H (2.261, -3.045, -1.156)  0.264
H (1.919, -3.775, 2.432)  0.209
H (1.442, -2.046, 4.120)  0.221
H (1.286, 2.793, 3.823)  0.231
C (-3.896, 2.162, -0.397)  -0.620
C (-3.229, 1.789, -1.721)  -0.198
N (-2.282, 0.695, -1.613)  -0.451
C (-2.825, -0.651, -1.532)  -0.214
C (-2.785, -1.255, -0.126)  -0.622
C (-0.925, 0.897, -1.484)  0.487
C (-0.429, 2.316, -1.441)  -0.691
N (-0.055, -0.041, -1.423)  -0.799
H (-4.544, 3.031, -0.533)  0.205
H (-3.143, 2.409, 0.352)  0.215
H (-4.501, 1.338, -0.016)  0.199
H (-2.720, 2.660, -2.126)  0.211
H (-3.998, 1.503, -2.444)  0.184
H (-2.286, -1.300, -2.229)  0.202
H (-3.858, -0.606, -1.878)  0.193
H (-1.768, -1.271, 0.266)  0.226
H (-3.158, -2.280, -0.150)  0.206
H (-3.399, -0.675, 0.564)  0.201
H (-0.924, 2.896, -0.660)  0.213
H (-0.589, 2.811, -2.401)  0.217
H (0.638, 2.292, -1.238)  0.286
H (-0.422, -0.982, -1.497)  0.344
C (2.895, -0.967, -3.113)  -1.721
H (3.359, -1.960, -3.069)  0.148
H (2.234, -0.900, -3.985)  0.154

Forces on the atoms, in the same order (eV/Å):
0.27 -0.42 -1.14
-0.08 -0.08 0.10
0.28 0.23 -0.73
-0.13 0.13 0.71
0.12 -0.31 -0.37
0.09 0.07 -0.22
-0.19 0.38 0.40
0.06 -0.02 -0.16
0.04 -0.43 0.11
0.11 0.06 -0.47
0.02 -0.06 0.13
0.03 0.70 -0.13
-0.19 -0.23 0.47
-0.18 -0.22 0.32
-0.20 -0.04 0.46
0.03 0.00 0.00
0.02 0.02 0.00
0.03 0.05 -0.04
-0.01 -0.02 -0.07
-0.04 0.02 0.02
-0.01 0.01 0.00
0.06 0.01 -0.10
-0.01 0.05 0.18
-0.06 -0.03 -0.02
0.11 -0.01 0.11
0.01 0.03 -0.09
0.01 -0.09 -0.09
0.03 -0.04 0.00
0.07 0.27 0.36
-0.03 -0.03 0.02
-0.01 -0.01 0.01
-0.01 0.02 0.02
-0.03 -0.02 -0.04
0.03 0.02 -0.05
-0.03 0.00 -0.01
0.00 0.01 -0.05
0.01 0.00 0.01
-0.01 0.01 0.03
-0.01 -0.02 0.00
-0.01 0.02 -0.02
-0.03 0.01 0.01
-0.01 0.03 0.02
0.00 -0.04 -0.09
-0.39 -0.20 0.51
0.10 0.09 -0.08
0.14 0.09 -0.04

## Properties
**Net charge**: -1
**Spin multiplicity**: 1
**HOMO level (alpha / beta)**: -1.0 / -1.1 eV

---

(2)
# C59H50Cl2NO3P2RuSi

C59H50Cl2NO3P2RuSi as an isolated structure in a non-equilibrium geometry (ωB97M-V with the def2-TZVPD basis set, OMol25).

Last column: Löwdin spin population.
Positions of all 119 atoms, in Å:
Ru (11.825, 16.760, 9.737)  2.666
C (12.808, 8.628, 11.909)  0.000
C (12.697, 9.968, 12.736)  0.000
C (12.150, 9.751, 14.111)  0.000
C (11.726, 10.901, 11.949)  0.000
C (10.362, 10.644, 11.770)  0.005
C (9.601, 11.488, 11.002)  0.000
C (10.147, 12.685, 10.478)  0.005
C (11.504, 12.971, 10.589)  0.013
P (12.223, 14.352, 9.552)  0.095
C (11.374, 14.310, 7.970)  0.018
C (9.947, 14.663, 7.876)  0.015
C (9.406, 14.605, 6.624)  0.000
C (10.092, 14.122, 5.493)  0.013
C (11.431, 13.701, 5.645)  0.002
C (12.040, 13.761, 6.901)  0.009
C (13.914, 13.805, 9.313)  0.021
C (15.023, 14.517, 9.695)  0.005
C (16.315, 13.963, 9.449)  0.000
C (16.463, 12.719, 8.781)  0.000
C (15.323, 11.985, 8.539)  0.001
C (14.041, 12.487, 8.802)  0.004
C (12.250, 12.217, 11.534)  0.006
O (13.320, 12.783, 12.114)  0.002
C (14.173, 12.003, 12.867)  0.000
C (15.157, 12.658, 13.600)  0.000
C (16.363, 11.910, 13.894)  0.000
C (16.379, 10.556, 13.588)  0.000
C (15.243, 9.925, 13.075)  0.000
C (14.029, 10.618, 12.892)  0.000
P (14.721, 14.247, 14.326)  0.000
C (16.308, 15.064, 14.770)  0.000
C (17.044, 15.467, 13.710)  0.000
C (18.226, 16.220, 13.906)  0.000
C (18.744, 16.288, 15.229)  0.000
C (18.042, 15.651, 16.273)  0.000
C (16.740, 15.229, 16.105)  0.000
C (13.965, 13.717, 15.878)  0.000
C (14.585, 12.675, 16.578)  0.000
C (13.950, 12.090, 17.707)  0.000
C (12.768, 12.702, 18.142)  0.000
C (12.225, 13.811, 17.516)  0.000
C (12.833, 14.369, 16.402)  0.000
H (11.846, 8.282, 11.450)  0.000
H (13.148, 7.836, 12.584)  0.000
H (13.482, 8.605, 11.066)  0.000
H (11.145, 9.268, 14.096)  0.000
H (12.010, 10.647, 14.765)  0.000
H (12.819, 8.973, 14.611)  0.000
H (9.946, 9.727, 12.145)  0.000
H (8.539, 11.305, 10.978)  0.000
H (9.597, 13.411, 9.939)  0.000
H (9.494, 15.044, 8.777)  0.001
H (8.459, 14.925, 6.398)  0.000
H (9.479, 14.091, 4.559)  0.001
H (11.894, 13.191, 4.809)  0.000
H (13.084, 13.520, 6.949)  0.000
H (14.904, 15.510, 10.102)  0.003
H (17.176, 14.602, 9.591)  0.000
H (17.461, 12.366, 8.492)  0.000
H (15.379, 10.923, 8.186)  0.000
H (13.162, 11.834, 8.642)  0.000
H (17.207, 12.388, 14.301)  0.000
H (17.257, 9.982, 13.749)  0.000
H (15.314, 8.831, 12.890)  0.000
H (16.637, 15.408, 12.697)  0.000
H (18.829, 16.615, 13.087)  0.000
H (19.581, 16.968, 15.318)  0.000
H (18.455, 15.582, 17.292)  0.000
H (16.084, 14.977, 16.967)  0.000
H (15.552, 12.289, 16.248)  0.000
H (14.361, 11.285, 18.255)  0.000
H (12.086, 12.149, 18.870)  0.000
H (11.267, 14.195, 17.921)  0.000
H (12.432, 15.237, 15.901)  0.000
Cl (9.079, 20.051, 15.772)  0.006
C (9.908, 19.045, 14.666)  0.017
C (11.314, 19.227, 14.656)  -0.004
C (12.139, 18.697, 13.662)  0.019
Cl (13.822, 18.902, 13.817)  0.005
C (11.562, 18.001, 12.561)  0.010
O (12.250, 17.773, 11.487)  0.202
C (10.122, 17.671, 12.624)  0.015
C (9.482, 16.758, 11.795)  0.004
O (10.007, 16.015, 10.865)  0.075
C (9.339, 18.238, 13.650)  -0.005
H (11.803, 19.795, 15.462)  0.000
H (8.440, 16.518, 11.851)  0.002
H (8.273, 18.246, 13.606)  0.000
N (3.044, 19.344, 8.375)  0.026
C (4.207, 19.327, 8.448)  0.004
C (5.658, 19.139, 8.423)  0.054
C (6.566, 20.185, 8.704)  -0.010
C (7.868, 20.025, 8.326)  0.052
C (8.349, 18.672, 8.124)  0.021
C (7.450, 17.612, 7.902)  0.056
C (6.095, 17.842, 8.067)  -0.012
C (9.676, 18.400, 8.403)  0.282
C (10.703, 17.933, 8.874)  0.041
H (6.206, 21.184, 9.035)  -0.001
H (8.566, 20.838, 8.504)  0.003
H (7.802, 16.646, 7.606)  0.003
H (5.258, 17.171, 7.836)  -0.001
C (14.462, 19.212, 6.874)  0.029
Si (13.645, 18.839, 8.526)  0.053
C (12.527, 20.343, 8.974)  0.004
C (15.126, 18.771, 9.659)  0.000
C (12.926, 17.132, 8.109)  0.132
H (14.840, 20.232, 6.713)  0.004
H (13.826, 19.033, 6.046)  0.000
H (15.334, 18.483, 6.809)  0.000
H (11.612, 20.277, 8.388)  0.002
H (13.088, 21.296, 8.707)  0.000
H (12.301, 20.413, 10.040)  0.000
H (15.420, 19.832, 9.913)  0.000
H (15.998, 18.307, 9.149)  0.000
H (14.960, 18.392, 10.705)  0.000
H (13.702, 16.389, 7.847)  0.012
H (12.285, 17.143, 7.265)  0.019

Forces on the atoms, in the same order (eV/Å):
0.12 -0.64 2.02
-0.98 -0.55 0.63
-1.06 0.23 -2.65
-0.59 -1.95 2.03
1.39 2.38 0.36
1.87 -0.24 -0.78
-0.48 1.97 0.17
0.41 -1.71 0.10
0.37 0.43 0.78
0.04 -0.29 1.40
-2.21 -0.85 0.36
3.44 -0.21 0.01
1.46 -0.64 -0.57
0.55 -0.13 0.45
-1.88 -0.35 -0.52
-0.21 0.89 -1.41
-0.70 -1.71 -0.39
1.57 -0.53 -0.58
-0.89 0.09 -1.03
0.28 1.56 1.01
-1.30 -1.74 -0.24
0.89 0.02 0.30
-1.96 -1.98 0.08
-0.07 0.07 0.02
-0.18 -0.06 0.38
2.33 -1.07 0.16
-2.88 -0.24 -0.87
-0.51 0.69 -0.63
-0.53 -0.68 0.76
2.00 -0.10 -0.83
-0.67 1.89 -0.96
-1.53 -1.28 1.57
1.56 1.94 -1.44
0.07 -1.16 1.53
-1.09 -0.10 -1.73
0.48 1.23 1.04
-0.07 -0.76 -0.75
0.72 -0.02 0.81
-0.75 -0.79 1.14
-0.28 2.28 -1.11
-1.22 -1.87 0.49
-0.75 0.44 0.44
0.50 -0.88 -0.26
0.48 0.48 0.80
-0.11 -0.02 -0.08
0.47 0.69 -0.10
0.59 0.26 -0.24
0.60 -0.50 -0.73
-0.76 1.20 -0.21
-0.13 -0.21 0.16
-0.16 0.10 -0.37
-0.94 0.01 -0.46
-0.50 0.13 -0.18
-2.44 0.70 0.03
1.12 -0.13 0.69
0.33 0.31 0.05
0.16 -0.26 0.15
0.17 0.12 0.17
0.11 -0.14 0.31
-0.54 0.09 0.27
0.12 1.19 0.13
0.60 0.60 0.03
0.77 0.59 0.67
0.69 -0.40 0.04
-0.33 0.87 0.29
0.10 -0.32 0.21
-0.45 0.08 0.14
0.39 -0.58 0.69
-0.06 0.45 -0.57
0.72 -0.08 -0.78
-0.43 0.00 -0.02
0.41 -0.77 0.25
1.32 0.98 -0.59
0.77 -0.06 -0.43
-0.13 0.03 -0.11
-0.73 -0.21 0.21
1.05 -0.79 -2.14
0.45 -0.60 -0.19
-1.55 -0.05 0.67
0.45 0.02 -0.35
-1.03 -0.13 -0.73
0.29 -0.40 0.70
1.59 1.09 1.16
1.34 -2.48 -3.16
-0.14 1.73 1.45
0.68 2.06 1.88
-0.37 -0.22 -0.44
-0.85 0.40 0.84
-0.64 -0.57 -0.06
1.98 0.13 0.21
-1.09 -0.15 0.02
-0.30 -0.35 0.45
-1.44 0.92 -1.13
0.90 -1.65 1.47
-1.53 1.74 -0.32
-0.38 0.52 0.29
-0.96 1.36 -0.52
0.49 -0.53 -0.29
-1.32 0.83 -0.35
0.17 -0.95 -0.34
0.08 -0.25 -0.22
0.28 -0.33 0.15
0.89 -0.25 0.09
1.50 -0.42 0.29
1.03 1.78 -0.63
0.99 0.13 -0.28
0.35 0.66 1.60
1.08 -0.96 0.24
0.04 -0.25 0.45
-0.74 -0.39 -0.91
-0.95 0.92 -0.13
-0.02 0.30 0.09
-0.56 -1.24 0.15
-0.17 -0.17 -0.08
-0.25 -0.82 -0.67
-0.54 0.08 0.53
0.16 -0.24 -1.04
0.04 0.29 0.53
-0.48 0.40 -0.99

## Properties
**Net charge**: +1
**Energy above the lowest of the compared OMol25 structures with the same formula, charge and spin**: 92.7 kcal/mol
**Spin multiplicity**: 5
**HOMO level (alpha / beta)**: -9.5 / -9.5 eV

---

(3)
# C5H8N2O

One molecule with the formula C5H8N2O in a non-equilibrium geometry (ωB97M-V with the def2-TZVPD basis set, OMol25).

Last column: natural (NBO) charge in e.
Positions of all 16 atoms, in Å:
H (1.016, -1.940, -1.962)  0.332
N (0.147, -2.091, -1.439)  -0.553
C (-0.002, -1.226, -0.533)  0.173
C (-1.297, -0.854, 0.434)  0.307
O (-2.376, -0.558, -0.086)  -0.620
C (0.801, -0.154, 0.079)  0.206
N (1.888, -0.509, 0.797)  -0.740
C (-0.110, 0.841, 0.512)  -0.308
C (-0.783, 1.785, -0.456)  -0.624
H (-1.220, -1.489, 1.334)  0.145
H (2.319, 0.185, 1.394)  0.408
H (2.354, -1.379, 0.578)  0.407
H (0.165, 1.327, 1.448)  0.196
H (-1.752, 2.079, -0.049)  0.231
H (-0.177, 2.678, -0.633)  0.213
H (-0.971, 1.305, -1.417)  0.226

Forces on the atoms, in the same order (eV/Å):
0.03 -0.15 0.16
-0.06 0.53 0.25
-1.48 -0.10 -0.12
-0.05 -2.20 -2.82
0.76 0.13 0.66
-0.67 0.65 1.56
-0.26 0.11 -0.57
1.89 0.85 -0.04
-0.58 -0.62 0.03
0.22 0.90 0.58
0.08 -0.35 -0.12
-0.01 0.26 0.30
0.11 0.01 0.04
0.00 0.06 -0.09
0.02 -0.10 0.13
-0.01 0.01 0.04

## Properties
**SMILES string**: [H]/N=C(C=O)\C(N)=C/C
**Net charge**: 0
**Energy above the lowest of the compared OMol25 structures with the same formula, charge and spin**: 90.8 kcal/mol
**Spin multiplicity**: 1
**HOMO level (alpha / beta)**: -8.1 / -8.1 eV

---

(4)
# C3H5N3

One molecule with the formula C3H5N3 in a non-equilibrium geometry (ωB97M-V with the def2-TZVPD basis set, OMol25).

Last column: natural (NBO) charge in e.
Positions of all 11 atoms, in Å:
C (-1.624, -0.381, -0.076)  -0.419
N (-0.226, 0.079, -0.017)  -0.576
C (1.415, 1.683, 0.090)  0.291
N (2.336, 0.937, 0.126)  -0.236
N (2.042, -0.674, 0.082)  -0.320
C (0.730, -0.797, 0.017)  0.198
H (-1.818, -1.078, -0.907)  0.189
H (-2.287, 0.477, -0.224)  0.203
H (-1.950, -0.879, 0.851)  0.189
H (0.754, 2.528, 0.064)  0.261
H (0.628, -1.896, -0.007)  0.220

Forces on the atoms, in the same order (eV/Å):
-0.01 0.09 0.01
0.69 0.01 0.04
-0.27 -1.50 -0.04
-1.65 -0.82 -0.11
0.38 1.75 0.06
0.38 -0.03 0.01
0.22 0.20 0.15
0.22 -0.08 0.03
0.22 0.17 -0.15
0.34 -0.01 0.02
-0.52 0.22 -0.02

## Properties
**Net charge**: 0
**Energy above the lowest of the compared OMol25 structures with the same formula, charge and spin**: 103.9 kcal/mol
**Spin multiplicity**: 1
**HOMO level**: -8.7 eV

---

(5)
# C7H7NO2

A 2-piece molecular cluster, C7H7NO2 overall in a non-equilibrium geometry (ωB97M-V with the def2-TZVPD basis set, OMol25).

Last column: natural (NBO) charge in e.
Positions of all 17 atoms, in Å:
C (-1.810, 0.803, 3.618)  -0.288
N (-1.627, 0.409, 2.354)  0.025
O (-0.756, -0.231, 1.812)  -0.459
H (-2.778, 1.142, 3.914)  0.201
H (-0.968, 0.601, 4.266)  0.201
H (-2.427, 0.762, 1.796)  0.324
C (0.446, -2.857, -1.591)  -0.176
C (0.617, -1.663, -1.464)  -0.053
C (0.675, -0.303, -1.505)  0.183
C (-0.300, 0.631, -1.430)  -0.255
C (0.354, 1.836, -1.537)  -0.311
C (1.721, 1.603, -1.700)  0.101
O (1.924, 0.258, -1.699)  -0.372
H (0.272, -3.885, -1.690)  0.228
H (-1.259, 0.618, -1.020)  0.227
H (-0.291, 2.688, -1.379)  0.225
H (2.515, 2.218, -1.918)  0.200

Forces on the atoms, in the same order (eV/Å):
1.79 -1.30 -1.72
-3.40 2.21 2.82
1.87 -0.81 -0.84
-0.17 0.44 -0.09
-0.29 -0.05 0.33
0.18 -0.50 -0.49
0.28 1.87 0.35
-0.46 -3.81 -0.43
0.81 1.02 -0.10
1.47 -0.59 0.54
1.49 1.59 -0.07
-3.59 -0.88 0.28
-1.14 0.53 0.00
-0.02 -0.69 0.00
-1.42 -0.86 -0.04
0.96 0.75 -0.32
1.65 1.06 -0.23

## Properties
**SMILES string**: C=[NH+][O-].C#Cc1ccco1
**Net charge**: 0
**Energy above the lowest of the compared OMol25 structures with the same formula, charge and spin**: 142.9 kcal/mol
**Spin multiplicity**: 1
**HOMO level**: -8.0 eV

---

(6)
# C2H10NO3

A 3-piece molecular cluster, C2H10NO3 overall in a non-equilibrium geometry (ωB97M-V with the def2-TZVPD basis set, OMol25).

Last column: natural (NBO) charge in e.
Positions of all 16 atoms, in Å:
O (0.091, 1.018, 2.136)  -0.722
C (-0.952, 1.177, 1.548)  0.090
C (-0.896, 0.637, 0.042)  -0.385
N (0.272, -0.364, -0.007)  -0.799
H (-1.906, 1.686, 1.884)  0.117
H (-1.854, 0.378, -0.336)  0.212
H (-0.538, 1.622, -0.524)  0.171
H (1.038, 0.138, 0.379)  0.481
H (-0.025, -1.165, 0.719)  0.407
H (0.230, -0.982, -0.885)  0.442
H (-2.034, -2.539, -1.083)  0.487
H (-0.913, -2.347, -2.040)  0.470
O (-1.121, -2.319, -1.140)  -0.969
H (2.797, 1.795, 0.098)  0.504
H (3.239, 0.355, -0.485)  0.474
O (2.574, 0.911, -0.308)  -0.979

Forces on the atoms, in the same order (eV/Å):
3.47 0.51 2.51
-3.72 -1.70 -3.46
1.27 4.01 1.30
-4.98 -3.77 0.52
1.02 -0.36 -0.30
-0.38 -0.87 -0.52
-0.19 -2.19 0.31
1.64 0.38 -0.11
0.74 2.21 -1.25
0.92 1.99 1.38
-1.23 -0.24 0.23
0.43 -0.25 -2.35
0.58 0.08 1.75
0.26 -1.83 -0.68
4.38 -2.50 -0.69
-4.22 4.54 1.37

## Properties
**Net charge**: 0
**Energy above the lowest of the compared OMol25 structures with the same formula, charge and spin**: 46.3 kcal/mol
**Spin multiplicity**: 2
**HOMO level (alpha / beta)**: -3.3 / -7.9 eV